Entry 1:
ORCA calculation (the ωB97M-V functional and the def2-TZVPD basis) on the molecule C37H50N4O3.

```
94
Properties=species:S:1:pos:R:3:forces:R:3:mulliken_charge:R:1
C -4.1984 -2.8788 -3.6029 0.0 0.3 0.4 -1.5932
H -5.2090 -2.7371 -3.9767 -0.1 0.0 -0.1 0.3635
H -3.5062 -2.3867 -4.2806 0.1 0.0 -0.1 0.3340
H -3.9741 -3.9411 -3.5748 0.0 -0.1 0.0 0.4207
C -4.0678 -2.2892 -2.2074 0.1 -0.5 -0.1 0.4963
H -4.7629 -2.7890 -1.5188 0.1 0.1 0.0 0.3029
O -4.3844 -0.9083 -2.2948 -0.1 0.3 -0.1 -0.4839
C -4.2487 -0.1405 -1.1850 0.0 0.1 0.1 0.6816
C -4.4643 1.2305 -1.3514 0.0 -0.2 -0.1 -0.8863
C -4.3111 2.0983 -0.2901 0.0 -0.1 0.0 -0.0629
C -3.9294 1.6326 0.9647 -0.1 0.0 0.2 -0.2771
C -3.7448 0.2683 1.1289 0.0 0.2 0.0 -0.5225
C -3.9103 -0.6178 0.0777 -0.1 -0.2 -0.3 0.1760
H -3.7739 -1.6717 0.2564 0.1 -0.2 0.0 0.3257
H -3.4582 -0.1193 2.0951 0.0 0.0 0.1 0.5285
C -3.6645 2.5726 2.1061 0.1 0.0 0.0 -1.4597
H -4.5025 3.2581 2.2481 0.0 0.0 0.1 0.5754
H -3.5303 1.9911 3.0172 -0.1 0.1 0.0 0.3429
C -2.3931 3.4111 1.8641 -0.1 -0.1 0.4 -1.1014
N -1.3380 2.6420 1.2274 -0.1 0.0 0.1 0.7464
C -0.8165 1.5834 1.8833 -0.2 0.3 0.2 -0.3088
O -1.1492 1.2644 3.0072 0.0 -0.1 0.1 -0.6739
C 0.2325 0.7610 1.1368 0.4 -0.4 -0.2 0.4011
O 1.0260 0.0731 1.7540 -0.1 0.0 0.3 -0.5597
N 0.1905 0.8042 -0.2142 0.1 0.0 0.2 2.2971
C -0.7630 1.6615 -0.8803 -0.4 0.3 -0.1 -0.8439
H -0.4238 1.8417 -1.9005 0.0 0.0 0.0 0.8971
C -0.8874 2.9760 -0.1087 0.5 -0.1 -0.4 -0.7365
H -1.6669 3.5814 -0.5824 0.0 -0.1 0.1 1.3225
C 0.4353 3.7806 -0.0996 -0.3 0.2 -0.1 1.8738
C 0.4439 4.8343 1.0060 0.1 -0.3 -0.1 -1.7818
H 1.3794 5.3873 0.9772 0.1 0.1 0.0 0.5150
H -0.3740 5.5397 0.8745 -0.1 0.1 0.0 0.3186
H 0.3562 4.3732 1.9857 0.0 0.0 0.1 0.3176
C 0.6546 4.4578 -1.4512 0.1 -0.3 0.2 -1.8393
H 1.6068 4.9822 -1.4527 0.1 0.1 -0.1 0.4286
H -0.1335 5.1830 -1.6441 -0.1 0.1 0.0 0.4645
H 0.6647 3.7410 -2.2683 0.0 -0.1 -0.2 0.3508
H 1.2583 3.0848 0.0908 0.0 0.0 0.0 -0.7346
H -1.7527 1.1873 -0.9316 0.1 0.1 -0.1 -1.2796
C 0.9658 -0.1602 -0.9835 0.1 -0.4 -0.2 1.5537
C 1.9434 0.4926 -1.9728 0.1 -0.2 0.1 -1.3113
C 3.3976 0.4181 -1.5064 -0.1 0.2 0.1 -0.1953
H 3.6475 -0.6142 -1.2580 0.0 0.0 -0.1 -0.0334
H 4.0429 0.7302 -2.3305 0.1 -0.1 0.0 0.6697
C 3.6563 1.3266 -0.2911 0.0 -0.1 -0.2 -0.2048
N 4.9541 1.2248 0.3385 0.1 0.0 0.1 0.1957
C 6.0704 1.3202 -0.5708 -0.1 0.0 0.1 -1.1850
H 6.9852 1.4459 0.0092 0.1 0.0 0.0 0.3691
H 5.9350 2.2059 -1.1926 0.1 0.0 -0.1 0.3300
H 6.1927 0.4489 -1.2296 0.0 0.0 0.0 0.3693
C 5.0797 0.2032 1.3679 0.0 0.1 0.0 -1.8973
C 4.9270 -1.2268 0.9069 0.0 0.0 0.1 0.8159
C 5.9735 -1.8955 0.2825 0.0 0.0 0.0 -0.2691
C 5.8035 -3.1856 -0.1901 0.1 0.0 -0.1 -0.7675
C 4.5888 -3.8297 -0.0313 0.0 -0.1 -0.1 -0.6499
C 3.5484 -3.1825 0.6144 -0.1 -0.1 0.0 -0.3599
C 3.7164 -1.8903 1.0800 0.1 0.0 0.1 -0.1185
H 2.9073 -1.3886 1.5911 -0.1 0.1 0.0 0.3503
H 2.6050 -3.6892 0.7604 -0.1 0.0 0.0 0.4792
H 4.4575 -4.8376 -0.3981 0.0 -0.1 0.0 0.4101
H 6.6246 -3.6921 -0.6775 0.1 0.0 0.0 0.4060
H 6.9329 -1.4095 0.1756 0.1 0.1 0.0 0.4841
H 4.3167 0.4177 2.1218 0.1 -0.1 0.0 0.4728
H 6.0637 0.3387 1.8278 -0.1 0.0 0.0 0.6425
H 2.9127 1.1229 0.4802 -0.1 0.0 0.0 -0.4209
H 3.5372 2.3699 -0.6154 -0.1 0.0 0.0 0.3835
H 1.6820 1.5411 -2.1257 -0.1 0.1 -0.1 -0.0466
H 1.8567 -0.0105 -2.9385 0.0 0.1 -0.1 0.5681
H 1.5456 -0.7164 -0.2421 -0.1 0.1 -0.1 -0.7140
C 0.0045 -1.1536 -1.6794 0.1 0.2 0.2 -2.2414
N -0.9602 -1.7796 -0.8054 0.0 0.1 0.1 0.9426
H -1.4866 -1.0677 -0.3043 0.0 -0.1 -0.1 -1.1389
C -0.4094 -2.7176 0.1718 0.0 0.1 0.0 -0.1595
C -1.5213 -3.1410 1.0900 0.1 -0.1 0.0 -0.2313
C -1.7118 -2.4823 2.2985 0.1 0.0 -0.1 0.1305
C -2.7762 -2.8183 3.1170 -0.1 0.0 0.1 -0.7072
C -3.6620 -3.8110 2.7339 -0.1 0.0 0.1 -0.4798
C -3.4775 -4.4714 1.5305 -0.1 -0.1 -0.1 -0.8017
C -2.4127 -4.1370 0.7123 0.0 0.0 0.0 -0.2867
H -2.2707 -4.6473 -0.2296 0.0 -0.1 -0.1 0.4578
H -4.1658 -5.2478 1.2282 0.0 -0.1 0.0 0.4132
H -4.4944 -4.0709 3.3714 -0.1 0.0 0.1 0.3909
H -2.9137 -2.3007 4.0548 0.0 0.1 0.1 0.4377
H -1.0269 -1.7025 2.6001 0.1 0.1 0.0 0.4798
H -0.0127 -3.5731 -0.3849 0.0 0.0 0.1 0.8973
H 0.4008 -2.2793 0.7714 0.0 -0.1 0.0 -0.3879
H 0.6019 -1.9417 -2.1452 0.0 0.1 -0.1 0.5992
H -0.5549 -0.6350 -2.4653 0.1 0.0 -0.1 0.2712
H -2.6161 4.2608 1.2189 0.1 0.0 0.0 0.5060
H -2.0317 3.7843 2.8271 0.0 0.1 -0.1 0.3986
H -4.4888 3.1542 -0.4394 0.0 0.1 0.0 0.4841
H -4.7503 1.5894 -2.3279 0.0 0.0 -0.1 0.4503
H -3.0429 -2.4119 -1.8315 -0.2 0.0 0.0 -0.0869
```
Forces are in eV/Å.

The HOMO energy comes out at -0.2966 hartree.


Entry 2:
ORCA calculation (the ωB97M-V functional and the def2-TZVPD basis) on a structure of composition C22H23InN5O5 in a non-equilibrium geometry.

```
56
Properties=species:S:1:pos:R:3:forces:R:3:mulliken_charge:R:1
In -0.1729 0.1240 -1.2873 0.8 -0.1 1.4 1.5691
O 3.7513 1.2563 0.3605 0.2 0.2 -0.1 -0.6243
C 2.6954 1.2310 -0.2436 -0.2 -0.7 0.1 -0.0687
N 2.0536 0.1036 -0.6444 -1.3 1.4 -0.8 0.0039
C 2.6546 -1.0626 -0.9829 0.4 -1.4 0.1 0.4196
C 3.9909 -1.2034 -1.4224 -0.5 0.4 0.2 -0.7412
C 4.4549 -2.4354 -1.7790 -0.1 -0.6 -0.1 -0.6735
C 3.6051 -3.5651 -1.7469 0.6 0.3 -0.1 -0.6818
C 2.3004 -3.4546 -1.3578 -0.5 0.3 0.1 -0.8063
C 1.7997 -2.2001 -0.9517 1.4 0.1 0.0 0.7330
N 0.5017 -1.9319 -0.6150 -1.4 0.4 -0.3 -0.2097
C -0.3808 -2.9039 -0.2252 0.5 0.4 -0.1 0.2836
O -0.0850 -3.9071 0.3892 -0.2 -0.2 -0.1 -0.6252
C -1.8249 -2.6230 -0.5657 0.1 0.0 0.1 0.4854
C -2.7507 -3.6420 -0.4186 -0.1 0.1 0.0 -0.8111
C -4.0612 -3.4060 -0.8031 0.1 0.0 0.0 -0.2862
C -4.3937 -2.1639 -1.3203 0.0 0.0 0.0 -0.9685
C -3.4109 -1.1929 -1.4119 0.0 0.1 0.0 -0.2487
N -2.1479 -1.4117 -1.0315 0.1 0.0 -0.2 -0.0709
C 1.9502 2.5175 -0.4971 0.1 0.0 0.0 0.6343
C 2.6185 3.7144 -0.2958 -0.1 0.1 0.0 -0.7485
C 1.9570 4.8998 -0.5761 0.0 -0.1 0.0 -0.2689
C 0.6545 4.8449 -1.0472 0.0 0.0 0.0 -1.0068
C 0.0565 3.6058 -1.2036 -0.2 0.1 0.0 -0.2548
N 0.6887 2.4649 -0.9252 -0.2 -0.3 -0.2 -0.0451
H 4.6261 -0.3296 -1.4461 0.0 0.0 0.0 0.4695
H 5.4808 -2.5572 -2.0988 0.0 0.0 0.0 0.4151
H 3.9999 -4.5273 -2.0439 0.0 0.0 0.0 0.4135
H 1.6482 -4.3152 -1.3372 0.0 0.0 0.0 0.4695
H -2.4245 -4.5902 -0.0171 0.0 0.0 0.0 0.5341
H -4.8068 -4.1842 -0.7110 0.0 0.0 0.0 0.4597
H -5.3968 -1.9432 -1.6564 0.0 0.0 0.0 0.4400
H -3.6283 -0.2140 -1.8170 0.0 0.0 0.0 0.6564
H 3.6352 3.6905 0.0675 0.0 0.0 0.0 0.5243
H 2.4548 5.8500 -0.4370 0.0 0.0 0.0 0.4605
H 0.1064 5.7416 -1.2988 0.0 0.0 0.0 0.4421
H -0.9565 3.5113 -1.5762 0.1 0.1 0.0 0.6800
N -2.3330 1.3860 1.6368 0.2 -0.2 0.0 -0.0223
C -3.2635 2.2344 0.8424 0.0 0.0 -0.2 -0.6825
C -2.9577 2.1408 -0.6647 -0.2 0.0 -0.3 0.4448
O -3.7055 2.7575 -1.3858 0.1 0.0 0.0 -0.6276
O -1.9528 1.4146 -1.0101 0.5 -0.4 0.4 -0.5832
H -2.5210 1.4016 2.6387 0.0 0.0 0.0 0.4296
H -1.3582 1.6544 1.4823 0.1 0.0 0.0 0.0939
H -2.3656 0.4144 1.3201 0.0 -0.1 0.0 0.1828
H -3.1684 3.2680 1.1660 0.0 0.0 0.0 0.3871
H -4.2812 1.8961 1.0213 0.0 0.0 0.0 0.4056
C 0.6535 -0.6791 3.9323 0.0 0.0 0.0 -1.2384
C 0.8989 0.3118 2.8155 0.1 0.0 -0.1 -0.2619
O 0.1942 -0.0561 1.6117 -0.5 0.1 0.1 -0.1850
H 1.2535 -0.4160 4.8035 0.0 0.0 0.0 0.4037
H 0.9354 -1.6853 3.6188 0.0 0.0 0.0 0.3331
H -0.3960 -0.6974 4.2315 0.0 0.0 0.0 0.2909
H 1.9651 0.3974 2.5961 0.0 0.0 0.0 0.2643
H 0.5407 1.3090 3.0847 0.0 0.0 0.0 0.3838
H 0.6184 -0.8432 1.2335 0.0 0.0 0.0 0.0281
```
Forces are in eV/Å.

The total charge is +1. The HOMO energy (spin up / spin down) comes out at -0.3678 / -0.3678 hartree.


Entry 3:
ORCA calculation (the ωB97M-V functional and the def2-TZVPD basis) on a structure of composition C11H17BMnN6 in a non-equilibrium geometry.

```
36
Properties=species:S:1:pos:R:3:forces:R:3:lowdin_spin:R:1
H 0.8171 3.1913 1.5548 0.0 0.2 -0.2 0.0002
N 0.4792 1.6905 0.1115 0.0 1.3 -0.2 -0.0006
B 0.0983 0.3647 -1.9853 1.2 0.3 0.3 0.0040
N 0.4757 1.6842 -1.2759 -0.1 -0.2 0.6 0.0266
C 0.7589 2.9100 -1.7377 -0.3 -0.2 0.8 0.0158
Mn 0.1006 0.1277 1.1810 0.8 -0.5 -0.5 2.0887
H 0.7539 3.0902 -2.8040 0.2 0.1 0.2 0.0001
C 0.9472 3.7499 -0.6388 -0.2 -0.4 0.2 0.0467
H 1.1818 4.7889 -0.6488 0.1 0.4 -0.1 0.0018
C 0.7480 2.9610 0.5014 0.0 -0.9 -1.1 0.0106
H 0.0968 0.4529 -3.1788 -0.1 0.0 0.3 -0.0004
C -1.3634 -1.9373 2.9244 -0.1 0.5 -0.3 0.0004
H -1.1400 -2.4638 3.8608 0.0 0.3 -0.3 0.0003
H -0.5730 -2.1404 2.1849 -0.1 -0.2 0.1 -0.0004
H -2.3310 -2.2560 2.5267 0.3 -0.2 0.1 -0.0003
N -1.2924 -0.0187 -1.4201 -1.9 -0.5 -1.3 0.1614
N 1.0790 -0.7077 -1.4651 -0.2 -0.2 0.7 0.0309
N -1.5128 -0.1718 -0.0527 -3.6 -0.8 0.2 0.1460
N 1.1610 -0.9694 -0.0949 0.4 -0.5 -0.3 -0.0028
C -2.4199 -0.2596 -2.1009 2.6 0.8 -0.2 0.0662
C 1.8678 -1.5576 -2.1400 -0.3 0.1 0.9 0.0128
H -2.3920 -0.1761 -3.1808 -0.3 -0.1 0.1 -0.0005
H 1.8801 -1.5172 -3.2177 0.2 -0.1 0.0 -0.0001
C -3.4221 -0.5446 -1.1844 -1.2 -0.3 -0.2 0.3565
C 2.5057 -2.3803 -1.2185 -0.3 0.1 0.4 0.0484
C -2.8273 -0.4805 0.0856 3.1 0.5 0.7 0.0903
C 2.0365 -1.9951 0.0513 -0.6 0.8 -1.0 0.0121
H -4.4432 -0.7710 -1.4168 -0.3 -0.1 0.0 0.0136
H 3.2042 -3.1617 -1.4320 0.2 -0.2 0.0 0.0018
H -3.2553 -0.6663 1.0600 0.0 0.1 -0.1 0.0001
H 2.2778 -2.3855 1.0309 0.0 0.1 -0.1 -0.0001
H -1.4405 -0.8512 3.1050 0.1 -0.2 0.3 0.0005
C 1.3393 0.5315 2.5756 0.6 0.1 -0.4 -0.1247
H 0.8917 1.4157 3.0513 0.0 -0.1 0.1 -0.0057
H 2.3115 0.7734 2.1344 -0.1 0.0 0.3 0.0036
H 1.4010 -0.3201 3.2535 0.0 0.0 0.1 -0.0035
```
Forces are in eV/Å.

The total charge is +2. The HOMO energy (spin up / spin down) comes out at -0.5964 / -0.5885 hartree. Its expectation value of S² is 3.836. The multiplicity is 4.


Across the entries above, electronic energy takes the values -51285.0344; -46044.0097; -52601.9107 eV, respectively.